No. 1
Entry from the OMol25 dataset: C23H47HfNO6P2Sb as an isolated structure in a non-equilibrium geometry (ωB97M-V/def2-TZVPD).

```
81
Properties=species:S:1:pos:R:3:forces:R:3
Hf -0.5470 0.0777 -0.3557 -0.2 0.8 0.7
Sb 2.2411 -0.2129 0.0087 2.5 -0.3 0.1
P -2.9712 -0.4563 -1.9214 -0.6 0.1 -0.7
P -0.8401 -2.3960 -1.2967 0.0 -1.5 -0.2
O -1.9018 0.5439 -2.6288 -0.6 -0.4 0.0
O -4.3654 -0.3265 -2.3156 -0.1 -0.1 0.0
O -0.0245 -1.2333 -1.8739 -0.1 -0.4 -0.7
O -0.4159 -3.8442 -1.6665 0.1 0.0 0.1
O -0.8718 -2.0704 0.1871 -0.1 0.2 -0.1
O -2.5114 -0.2509 -0.4729 -1.1 -0.3 -0.4
N -3.5849 -3.0325 -1.6371 -0.1 0.0 0.0
C -1.0212 0.6899 2.0952 0.4 0.4 0.0
C 3.8796 0.1950 2.6771 0.1 0.1 0.0
C -1.0396 3.5999 -0.4178 -0.1 0.0 0.1
C 4.0976 -2.7014 -0.6467 0.0 0.0 -0.1
C 3.3958 2.2007 -1.6168 0.0 -0.1 0.0
C -3.8885 2.9968 -0.1561 0.1 0.0 -0.1
C 2.6094 0.9187 -1.8736 -0.2 -0.2 0.4
C 3.9320 0.5947 1.2122 -0.6 -0.2 -0.2
C -2.8668 -0.6698 3.1077 -0.1 0.0 -0.1
C -0.0773 -0.0993 2.9792 -0.1 0.0 0.1
C -3.3329 1.3469 1.6407 0.1 0.1 -0.1
C 2.6768 -2.3729 -0.2200 -0.1 0.6 0.1
C -2.4133 0.4729 2.2461 -0.1 0.0 0.0
C 5.2548 0.2143 0.5557 0.0 0.0 0.0
C -2.8815 2.2433 0.6572 -0.2 -0.1 0.1
C -0.5619 1.7918 1.3074 -0.4 0.7 0.9
C -2.4362 -2.2343 -2.2086 0.3 0.5 0.1
C -2.2873 -2.5747 -3.6873 0.0 -0.1 -0.1
C -1.5015 2.4694 0.4778 0.6 0.1 0.1
C 2.2980 -3.0346 1.1059 0.0 0.0 -0.2
C 0.7655 2.4674 1.6164 0.2 0.0 0.0
C 1.2540 1.2354 -2.5238 0.6 -0.4 -0.1
C -4.7965 1.3332 1.9561 0.0 0.0 0.0
H 3.1796 0.2635 -2.5318 0.0 0.0 0.0
H -5.1302 2.3500 2.1695 0.0 0.0 0.0
H -0.1509 0.2634 4.0086 0.0 0.0 0.0
H 1.3040 1.9469 2.4034 0.0 0.0 -0.1
H 1.2524 -2.8743 1.3688 0.0 0.0 0.1
H 0.0344 3.7554 -0.3745 0.0 0.0 0.0
H 5.6374 -0.7235 0.9545 0.0 0.0 0.0
H 0.9643 -0.0227 2.6842 0.0 0.0 0.0
H -3.5673 -4.0052 -1.9593 0.0 -0.1 0.0
H -4.3589 3.7788 0.4463 0.0 0.0 0.0
H -3.6136 -3.0279 -0.6132 0.0 0.0 0.0
H 0.4906 1.5302 -1.7577 0.0 0.5 -0.1
H 0.3617 -4.2755 -1.2689 -0.1 0.1 0.0
H -5.3791 0.9850 1.0982 0.0 0.0 0.0
H 0.8747 0.4015 -3.1024 -0.1 0.0 0.0
H -2.0754 -3.6358 -3.8314 0.0 0.0 0.0
H 1.3527 2.0881 -3.1981 -0.2 0.2 0.2
H 4.3591 2.0126 -1.1488 0.0 0.1 0.0
H 5.9920 0.9860 0.7877 0.0 0.0 0.0
H -3.2009 -2.3185 -4.2287 0.0 0.0 0.0
H 4.7345 0.6554 3.1789 0.0 0.0 0.0
H 3.5966 2.6849 -2.5751 0.0 0.0 0.0
H -2.6023 -0.5034 4.1541 0.0 0.0 0.0
H -2.2056 0.9172 -3.4751 0.2 0.1 0.0
H -3.4488 3.4741 -1.0263 0.0 0.0 0.0
H 1.4378 2.5905 0.7661 0.0 0.0 0.0
H -4.6876 2.3354 -0.4950 0.0 0.0 0.0
H 4.1700 -3.7757 -0.8334 0.0 0.0 0.0
H 1.9888 -2.6602 -1.0185 0.0 0.0 0.0
H -1.3248 3.4403 -1.4597 0.0 0.0 0.0
H -3.9382 -0.8234 3.0540 0.0 0.0 0.0
H 4.8138 -2.4628 0.1366 0.0 0.0 0.0
H 4.3875 -2.1889 -1.5639 0.1 0.0 0.0
H -2.3887 -1.5987 2.7929 0.1 0.0 0.0
H 3.7587 1.6678 1.1157 0.0 0.0 0.0
H 0.5479 3.4688 1.9944 0.0 0.0 0.0
H -0.3457 -1.1535 3.0001 0.1 0.0 0.0
H -1.4624 -2.0173 -4.1304 0.0 0.0 0.0
H 2.8398 2.9121 -1.0007 0.0 0.0 0.0
H 3.9745 -0.8829 2.8087 0.0 0.0 0.0
H -5.0475 0.7238 2.8153 0.0 0.0 0.0
H -1.5129 4.5332 -0.1072 0.0 0.0 0.0
H 2.9220 -2.6623 1.9191 0.0 0.0 0.0
H 2.4766 -4.1113 1.0438 0.0 0.0 0.0
H -4.4603 -2.5925 -1.9704 0.0 -0.1 0.0
H 5.2024 0.1287 -0.5301 0.1 0.0 0.0
H 2.9809 0.5413 3.1887 0.0 0.0 0.0
```
Positions in Å, forces in eV/Å.

Properties
Lowest unoccupied orbital energy = -0.360 Eh
Electronic energy = -64792.258 eV
Net charge = +3
Energy relative to the best compared isomer or geometry (same formula, charge and spin) = 250.0 kJ/mol
Frontier orbital gap = 0.278 Ha
HOMO = -17.4 eV

No. 2
Entry from the OMol25 dataset: a 11-piece molecular cluster, C23H47N19O8 overall in a non-equilibrium geometry (ωB97M-V/def2-TZVPD).

```
97
Properties=species:S:1:pos:R:3:forces:R:3
O 5.2832 0.0131 -1.5293 -0.5 -1.7 0.0
O -3.8956 0.0262 -1.9508 -0.6 1.6 1.3
O -2.6343 -4.2135 -2.9201 -1.1 0.2 0.1
O -3.3871 3.6863 0.8305 0.9 -0.2 2.1
O -4.2718 -4.3877 0.4577 -0.3 -0.3 -0.3
O 4.5819 -0.2404 1.5764 -0.5 0.6 1.2
O -2.6229 7.2372 0.7197 -2.1 -0.2 -2.6
O 3.7693 -4.1607 -0.9680 1.3 -0.1 0.0
N 0.3120 -0.8887 0.7070 0.6 0.5 0.6
N -3.5867 -1.4175 -3.5437 -0.5 -3.4 -0.5
N 2.0254 -0.4169 4.2163 -0.5 -0.6 0.4
N -2.0840 5.6705 2.2285 -0.1 -2.3 0.9
N -3.2608 -5.8213 1.9236 -2.3 1.2 -2.3
N -0.3460 0.1281 -3.0661 -1.3 0.1 0.2
N 5.3328 2.0403 -2.3979 -0.6 1.8 -0.9
N -1.0941 7.7657 2.1947 2.0 -1.5 1.5
N -0.8628 -2.7776 -3.0000 2.4 1.3 0.2
N 2.4214 -2.3867 -1.3019 0.0 3.7 0.3
N -4.3613 -2.1241 -1.5297 -0.9 -2.6 1.7
N 4.0837 -2.2101 2.7205 0.6 2.1 -0.7
N -0.5286 -5.0657 -2.8791 -1.4 0.6 0.1
N -4.5332 5.1128 -0.4661 1.2 -1.4 1.5
N 1.9730 -3.9991 0.3173 -0.5 -0.3 1.6
N 4.2763 1.6827 -0.3509 -0.8 1.2 -0.3
N -4.2107 2.8242 -1.0367 -2.3 2.7 -1.8
N 5.8495 -2.0157 1.0486 -1.0 0.0 0.2
N -2.9159 -6.0717 -0.4152 -1.7 2.1 0.1
C 1.6004 1.4219 -3.4631 -0.9 1.9 -0.3
C -0.5001 2.5176 -3.0357 -1.8 -0.2 0.1
C 1.2715 2.1045 4.9104 2.0 3.3 -0.3
C -3.9869 -1.1493 -2.2846 1.5 2.9 -1.5
C 0.9076 0.2401 -3.4192 2.0 -1.0 -0.3
C -0.1803 1.3947 1.2822 1.5 -0.3 0.7
C 4.8966 1.1570 -1.4507 1.2 1.6 1.1
C -0.9605 -1.0129 0.3993 -1.6 -1.3 -1.0
C -1.4348 -3.9874 -2.9412 1.7 -1.8 0.3
C -3.5644 -5.3529 0.6436 1.9 -0.8 0.2
C -1.9493 -0.0320 0.5076 2.4 -0.6 0.9
C -1.0358 1.2551 -2.8710 0.7 -0.7 0.0
C 2.8776 0.5913 4.1294 0.4 0.5 0.5
C -4.0694 3.8422 -0.1513 -0.6 0.6 -2.4
C -1.5036 1.1856 0.9982 -2.6 1.1 -0.6
C 0.3932 1.1173 5.0032 -1.2 -2.3 0.8
C 4.8383 -1.3986 1.8347 0.1 -2.2 -1.4
C 0.8146 -0.1676 4.7109 0.1 -0.2 -0.3
C 2.8243 -3.4888 -0.6148 0.1 -1.7 -0.5
C 0.7033 0.3001 1.2049 -1.6 0.2 -0.9
C 0.8251 2.5854 -3.2928 2.4 1.7 -0.7
C 2.5831 1.8935 4.5159 -0.1 -0.8 -0.7
C -1.9580 6.8207 1.6184 1.3 3.0 1.3
H -4.8753 2.9376 -1.8240 1.0 -0.4 0.9
H -3.8808 1.9318 -0.8573 0.6 -2.0 0.4
H -0.8555 -6.0277 -2.7611 0.1 1.0 -0.4
H -2.0808 -6.5889 -0.2933 0.6 -0.5 0.8
H 3.2181 -1.7613 -1.5945 -0.7 -1.4 0.0
H -4.1748 -3.0461 -1.9113 -0.2 -0.1 0.7
H -0.5456 1.2809 5.4792 -0.8 0.1 -0.1
H 1.8497 -1.7330 -0.7200 0.0 -0.9 -0.4
H 4.2108 1.0915 0.4609 0.1 -0.4 0.0
H 5.7788 -3.0354 0.9151 0.0 0.9 0.0
H 2.3940 -4.7116 0.9317 -0.3 0.7 -0.8
H 1.3094 3.5994 -3.4351 -0.5 -1.3 0.2
H -2.6984 4.9598 1.8224 0.2 0.0 0.0
H 0.2041 -2.6658 -2.9071 -2.5 -0.4 0.0
H 0.9784 3.1236 5.1287 -0.1 0.0 0.2
H 4.0590 2.6841 -0.1984 0.4 -1.3 -0.7
H -2.9386 -0.3316 0.2909 -0.9 0.3 -0.3
H 3.3333 2.6740 4.4391 -0.2 -0.1 0.1
H -1.2940 -2.0026 0.0008 0.5 0.7 0.3
H -1.3819 -1.8987 -2.8566 0.4 -0.8 -0.3
H -4.5690 -1.9863 -0.5378 0.2 -0.3 -0.9
H -3.3323 -2.3815 -3.7807 -0.3 0.6 0.0
H -0.9219 8.5733 1.6414 -0.3 0.4 -0.6
H 3.8570 0.2956 3.8169 0.5 0.3 -0.4
H -2.0306 1.1084 -2.5528 -1.2 0.0 0.2
H 5.9944 -1.4743 0.1596 -0.3 -0.7 1.2
H 0.4186 -4.8892 -3.1007 0.8 -0.2 0.0
H 0.1679 2.3807 1.6218 -0.1 -0.6 -0.1
H 5.7943 1.6469 -3.1967 0.0 -0.2 0.0
H 3.4722 -1.7158 3.3978 0.4 -0.5 -0.7
H 1.4627 -0.6703 -3.6785 -0.3 0.1 0.2
H -3.1612 -0.7099 -4.0505 0.7 1.5 -0.7
H -0.1939 7.3895 2.5485 -1.0 0.4 -0.2
H -3.6996 -5.3661 2.6823 -0.2 0.4 0.6
H 2.6308 1.5621 -3.7615 0.0 -0.5 0.2
H 1.7218 0.3277 1.4813 1.0 0.4 0.3
H 4.4691 -3.0756 3.0183 0.4 -0.5 0.2
H 0.1672 -1.0182 4.8911 0.0 0.0 -0.2
H -4.2456 5.7300 0.2815 -0.2 0.6 -0.5
H 5.0702 3.0336 -2.4806 0.1 -1.2 0.4
H -1.6172 5.4439 3.0898 0.1 0.3 -0.1
H 1.3210 -3.3910 0.7962 0.1 0.2 -0.2
H -2.2824 1.9917 1.0758 1.2 -0.6 0.1
H -5.2681 5.3643 -1.0663 -0.8 0.0 -0.7
H -2.4644 -6.3330 2.0352 2.1 -1.6 0.6
H -1.2358 3.3287 -3.0131 0.8 0.1 0.2
H -2.8402 -5.4727 -1.2476 -0.3 -0.3 0.3
```
Positions in Å, forces in eV/Å.

Properties
Lowest unoccupied orbital energy = 0.010 Eh
Electronic energy = -69313.223 eV
Frontier orbital gap = 0.353 Ha
HOMO = -9.3 eV